Entry from the Open Molecules 2025 dataset: 12 unconnected molecules or ions with the total composition C41H79N7O17 (ωB97M-V/def2-TZVPD).

Geometry as XYZ:
```
144
Properties=species:S:1:pos:R:3
O -5.2618 -3.2607 2.8882
C -4.2940 -2.9175 3.5139
C -3.3386 -1.7498 3.4081
C -2.1083 -2.2255 4.1724
C -2.6636 -3.2383 5.1740
O -3.8360 -3.7523 4.5615
H -3.1868 -1.2746 2.4243
H -3.9150 -0.9076 3.8183
H -1.3528 -2.6974 3.5249
H -1.6132 -1.3951 4.6522
H -1.9341 -4.0243 5.2349
H -2.8260 -2.6917 6.0853
O 0.0452 2.7646 4.0434
C -0.8212 2.5072 4.8556
C -1.5342 3.3791 5.9169
C -2.7673 2.5398 6.2572
C -2.4942 1.1566 5.6912
O -1.3298 1.2537 4.8517
H -0.8034 3.4292 6.7325
H -1.7698 4.3541 5.5660
H -2.9265 2.4808 7.3467
H -3.6855 3.0511 5.9487
H -2.3157 0.4842 6.5329
H -3.2810 0.8086 5.1199
O 2.5974 2.0547 -6.2046
C 3.6201 1.4839 -5.8843
C 4.1336 0.0995 -6.2591
C 5.6233 0.2255 -5.8886
C 5.5213 1.1846 -4.6375
O 4.4376 1.9743 -4.9509
H 3.5465 -0.5428 -5.6052
H 3.9446 -0.0742 -7.2689
H 6.0536 -0.7007 -5.4746
H 6.1887 0.6792 -6.7322
H 5.3281 0.5901 -3.7464
H 6.3661 1.8388 -4.5394
O -0.9930 -4.3310 -1.1040
C -1.5174 -4.8046 -2.0626
C -1.2628 -6.1936 -2.6820
C -2.5662 -6.4926 -3.3080
C -3.0788 -5.1375 -3.8315
O -2.5552 -4.1724 -2.7570
H -0.5443 -6.1019 -3.5432
H -0.9432 -6.8748 -1.8890
H -2.4481 -7.2457 -4.0750
H -3.3089 -6.8750 -2.5747
H -2.6275 -4.8194 -4.7575
H -4.1402 -4.9791 -3.7485
O 0.1575 -0.9482 -1.5596
C -0.3082 -0.4084 -0.5897
C -0.7980 -1.1435 0.6400
C -0.9217 -0.0308 1.7060
C -1.0200 1.2761 0.8781
O -0.3988 0.9482 -0.4737
H -1.7805 -1.3624 0.2627
H -0.2159 -1.9941 0.8321
H -1.7350 0.0756 2.3591
H 0.0397 0.0375 2.2586
H -1.9829 1.7077 0.7817
H -0.4532 2.1506 1.1333
C 3.9145 -1.5835 4.7683
N 3.1540 -1.9825 3.6020
C 2.3387 -3.0345 3.6741
C 1.6562 -3.4054 2.3069
O 2.1269 -3.6565 4.6706
H 3.2703 -1.2733 5.5248
H 4.5482 -0.7756 4.4267
H 4.4842 -2.4108 5.0792
H 3.1453 -1.4983 2.6737
H 0.5629 -3.5114 2.4669
H 2.1227 -4.3344 1.9780
H 1.7707 -2.6066 1.5628
C 0.9814 5.3790 0.9082
N 1.9629 5.2761 -0.2600
C 3.2054 4.7470 -0.1439
C 4.0604 4.7237 -1.4141
O 3.6161 4.3552 0.9274
H 0.8444 6.4503 1.1551
H 1.3749 4.7916 1.6884
H 0.0227 4.9293 0.5623
H 1.6174 5.6869 -1.1070
H 5.1393 4.8023 -1.1761
H 3.7833 5.5855 -1.9882
H 3.8160 3.8128 -1.9614
C 2.1343 -3.4117 -1.4739
N 2.7123 -2.5878 -2.5524
C 4.0027 -2.4233 -2.6802
C 4.9848 -3.1753 -1.7934
O 4.3784 -1.6707 -3.5949
H 1.0826 -3.7067 -1.6957
H 1.9699 -2.7522 -0.5579
H 2.6067 -4.3128 -1.3644
H 2.1012 -1.8720 -2.9852
H 5.9447 -2.7124 -2.0841
H 4.9827 -4.2303 -2.0768
H 4.7745 -3.2060 -0.7397
C -3.4510 -0.4203 -2.5072
N -3.7848 -1.6405 -1.8067
C -4.6879 -1.5191 -0.8688
C -5.0351 -2.8799 -0.2628
O -5.1720 -0.4789 -0.3598
H -4.3880 0.0860 -2.6641
H -2.9574 -0.6417 -3.4602
H -2.8495 0.2509 -1.9533
H -3.3314 -2.4534 -2.1208
H -5.3599 -2.6212 0.7783
H -4.1887 -3.5995 -0.2885
H -5.9245 -3.2866 -0.7642
C -0.2992 2.5701 -3.5394
N 0.5931 3.3978 -4.2760
C 0.8582 4.6719 -3.8788
C 2.0891 5.3655 -4.5167
O 0.2791 5.1598 -2.9545
H -0.6086 3.0825 -2.6257
H 0.3015 1.6660 -3.2234
H -1.1961 2.2908 -4.1279
H 1.2244 3.0379 -4.9661
H 2.7966 5.1888 -3.7037
H 1.8661 6.3870 -4.7105
H 2.4161 4.8968 -5.4777
C -5.1431 2.8698 -0.1422
N -4.5819 2.6141 1.1472
C -5.2105 1.7613 2.0339
C -6.6861 1.5137 1.7470
O -4.5740 1.1698 2.8980
H -6.0235 3.5272 -0.0709
H -5.4279 1.9323 -0.5474
H -4.4358 3.4643 -0.7367
H -3.5472 2.5492 1.2906
H -7.0798 0.7526 2.3964
H -6.8337 1.1736 0.7734
H -7.2788 2.4337 1.8406
C 3.0492 1.1688 2.8629
N 3.2491 1.5330 1.4833
C 3.2572 0.5109 0.5790
C 3.6906 0.8847 -0.8518
O 2.9781 -0.6315 0.9056
H 3.9753 0.6936 3.1991
H 2.2327 0.4250 2.9421
H 2.8715 2.0371 3.4577
H 3.5689 2.4764 1.2066
H 4.1586 1.8458 -0.6971
H 2.9560 0.9682 -1.6456
H 4.5070 0.2414 -1.1433
```

Summary:
**Maximum force**: 0.0915 hartree/bohr
**Calculated total energy**: -89039.4648 eV
**SMILES string**: O=C1CCCO1.O=C1CCCO1.O=C1CCCO1.O=C1CCCO1.O=C1CCCO1.CNC(C)=O.CNC(C)=O.CNC(C)=O.CNC(C)=O.CNC(C)=O.CNC(C)=O.CNC(C)=O

Entry from the Open Molecules 2025 dataset: a single C5H7NO molecule (ωB97M-V/def2-TZVPD).

Geometry as XYZ:
```
14
Properties=species:S:1:pos:R:3
C 2.6213 -0.1667 -0.0724
C 1.2384 0.4563 0.0135
O 1.1205 1.6703 0.1502
C 0.0897 -0.4309 -0.0403
C -1.1199 0.1586 0.1353
C -2.0672 1.0677 0.3697
N -2.5285 -0.3356 0.0310
H 3.2998 0.5461 -0.5468
H 2.6289 -1.1156 -0.6185
H 2.9912 -0.3540 0.9427
H 0.1814 -1.5035 -0.1698
H -2.4462 1.9543 -0.1109
H -2.9378 -0.8939 0.7755
H -2.8290 -0.6174 -0.9022
```

Summary:
**Maximum force**: 0.0099 hartree/bohr
**Calculated total energy**: -8832.3800 eV
**SMILES string**: C/C([O-])=C/C1=C[NH2+]1

Entry from the Open Molecules 2025 dataset: 6 unconnected molecules or ions with the total composition C50H107B3O8P2 (ωB97M-V/def2-TZVPD).

Geometry as XYZ:
```
170
Properties=species:S:1:pos:R:3
C 8.1725 -1.6952 -0.0464
P 7.8823 -0.2176 1.0285
C 6.3911 -0.7314 2.0150
B 7.1105 1.0184 -0.2349
O 7.2256 2.3757 -0.0605
B 6.8749 3.1970 -1.1256
C 6.1305 4.5486 -0.9406
C 4.8384 4.4584 -1.7758
O 3.7448 5.0862 -1.1384
C 2.5844 4.2836 -1.2596
C 1.4114 5.0091 -0.6333
O 0.1575 4.3535 -0.8971
C 0.2404 3.0080 -1.1758
C 0.1867 2.5789 -2.4892
C 0.3601 1.2369 -2.7820
C 0.5869 0.2866 -1.7856
C 0.8331 -1.1909 -2.1143
C 1.5907 -1.8574 -0.9472
C 1.7817 -1.2956 -3.3235
C -0.5182 -1.9675 -2.2460
C -1.1783 -2.2993 -3.5988
C -2.5931 -2.8096 -3.2489
C -0.4406 -3.4450 -4.3403
C -1.3621 -1.0823 -4.5145
C 0.5720 0.7404 -0.4698
C 0.3957 2.0788 -0.1601
O 7.0740 2.6633 -2.4009
B 6.6568 1.3672 -2.5224
P 6.3063 0.5813 -4.2513
O 7.4517 0.8021 -5.1415
O 4.8961 1.1800 -4.7497
O 6.0144 -0.9849 -4.0054
O 6.4639 0.5912 -1.4034
H 7.5742 -2.5323 0.3147
H 7.9116 -1.5201 -1.0897
H 9.2245 -1.9682 0.0100
H 6.6842 -0.8367 3.0575
H 6.0225 -1.6917 1.6558
H 5.5788 -0.0080 1.9477
H 6.7376 5.3789 -1.3074
H 5.8923 4.7071 0.1094
H 5.0106 4.8883 -2.7665
H 4.5731 3.4065 -1.9521
H 2.7635 3.3253 -0.7608
H 2.3779 4.0961 -2.3193
H 1.3440 6.0103 -1.0587
H 1.5495 5.1029 0.4479
H 0.0387 3.3091 -3.2748
H 0.3385 0.9447 -3.8208
H 2.4525 -1.2657 -0.6377
H 0.9347 -2.0126 -0.0886
H 1.9284 -2.8450 -1.2693
H 1.4861 -0.6614 -4.1578
H 2.7768 -0.9585 -3.0107
H 1.8829 -2.3196 -3.6744
H -0.4046 -2.9169 -1.7139
H -1.2536 -1.3954 -1.6706
H -2.5344 -3.6629 -2.5707
H -3.1063 -3.0913 -4.1695
H -3.1724 -2.0128 -2.7766
H 0.4373 -3.7764 -3.7838
H -1.0804 -4.3209 -4.4463
H -0.0899 -3.1381 -5.3259
H -0.4761 -0.8763 -5.1152
H -2.1701 -1.2843 -5.2234
H -1.6490 -0.1961 -3.9491
H 0.7098 0.0550 0.3559
H 0.4213 2.4117 0.8712
H 4.2630 0.5424 -5.0949
H 5.1224 -1.2908 -4.1949
C -2.2799 5.0404 6.5032
C -2.9621 5.1466 5.1421
C -2.5529 4.0389 4.1738
C -1.0667 4.0090 3.8154
C -0.5292 5.2951 3.1898
C -1.2043 5.6491 1.8674
H -1.1952 5.1253 6.4194
H -2.6186 5.8298 7.1755
H -2.5044 4.0800 6.9744
H -2.7566 6.1265 4.7027
H -4.0452 5.0996 5.2834
H -3.1475 4.1239 3.2601
H -2.8190 3.0742 4.6181
H -0.8999 3.1806 3.1180
H -0.4797 3.7720 4.7077
H 0.5449 5.1711 3.0216
H -0.6286 6.1266 3.8931
H -1.0786 4.8452 1.1425
H -0.7711 6.5537 1.4372
H -2.2729 5.8288 1.9952
C -4.8236 1.4471 6.0445
C -3.9066 0.3722 5.4690
C -4.5120 -0.4008 4.2995
C -5.7806 -1.1851 4.6397
C -5.6220 -2.2000 5.7709
C -4.6029 -3.2949 5.4702
H -5.7502 1.0271 6.4382
H -4.3290 1.9757 6.8620
H -5.0846 2.1817 5.2790
H -3.6179 -0.3198 6.2657
H -2.9803 0.8462 5.1318
H -3.7572 -1.0818 3.8970
H -4.7431 0.3017 3.4922
H -6.1162 -1.7081 3.7385
H -6.5831 -0.4887 4.8976
H -6.5948 -2.6605 5.9607
H -5.3448 -1.6879 6.6965
H -4.8808 -3.8472 4.5699
H -4.5401 -4.0085 6.2927
H -3.6034 -2.8853 5.3165
C -5.8675 -4.7939 -1.3225
C -5.1728 -6.1486 -1.4249
C -4.7471 -6.5100 -2.8469
C -5.8939 -6.6388 -3.8509
C -6.9638 -7.6627 -3.4752
C -6.4326 -9.0889 -3.3682
H -6.7883 -4.7652 -1.9067
H -6.1283 -4.5673 -0.2879
H -5.2125 -3.9976 -1.6837
H -5.8243 -6.9272 -1.0190
H -4.2830 -6.1390 -0.7896
H -4.1786 -7.4436 -2.8188
H -4.0534 -5.7457 -3.2127
H -5.4724 -6.9081 -4.8246
H -6.3689 -5.6637 -3.9900
H -7.7522 -7.6317 -4.2314
H -7.4388 -7.3781 -2.5323
H -5.9884 -9.4094 -4.3130
H -7.2330 -9.7877 -3.1225
H -5.6709 -9.1794 -2.5926
C 5.8718 1.4779 -8.0698
C 5.6907 0.7397 -9.3935
C 5.0414 1.5851 -10.4882
C 3.6286 2.0751 -10.1643
C 2.6231 0.9695 -9.8462
C 2.3977 -0.0028 -10.9999
H 4.9129 1.7969 -7.6547
H 6.3608 0.8485 -7.3282
H 6.4903 2.3674 -8.2041
H 5.1036 -0.1692 -9.2289
H 6.6680 0.4038 -9.7491
H 5.0257 1.0132 -11.4203
H 5.6732 2.4574 -10.6823
H 3.2577 2.6552 -11.0154
H 3.6686 2.7708 -9.3220
H 1.6699 1.4344 -9.5804
H 2.9475 0.4149 -8.9606
H 2.0363 0.5242 -11.8854
H 1.6573 -0.7597 -10.7376
H 3.3161 -0.5243 -11.2726
C -0.6884 1.4863 7.7620
C -1.5562 1.5200 9.0163
C -0.7845 1.2409 10.3045
C -0.1293 -0.1402 10.3690
C -1.0917 -1.3143 10.1948
C -2.1679 -1.3872 11.2737
H -0.2351 0.5058 7.6091
H -1.2869 1.7143 6.8775
H 0.1142 2.2248 7.8225
H -2.3764 0.8039 8.9096
H -2.0249 2.5046 9.0984
H -1.4589 1.3664 11.1557
H -0.0060 2.0009 10.4241
H 0.3787 -0.2379 11.3335
H 0.6545 -0.2090 9.6098
H -0.5118 -2.2408 10.2061
H -1.5650 -1.2666 9.2099
H -1.7184 -1.4755 12.2649
H -2.8156 -2.2517 11.1233
H -2.8024 -0.4998 11.2720
```

Summary:
**Maximum force**: 0.0150 hartree/bohr
**Calculated total energy**: -90582.6687 eV
**SMILES string**: CP(C)B1OB(CCOCCOc2ccc(C(C)(C)CC(C)(C)C)cc2)OB(P(=O)(O)O)O1.CCCCCC.CCCCCC.CCCCCC.CCCCCC.CCCCCC

Question: Look up the maximum force of the third one.
Answer: 0.0150 hartree/bohr

Question: Which of these has the lowest maximum force?
Answer: C5H7NO

Question: Which formula does entry 2 have?
Answer: C5H7NO

Question: What is the maximum force in the first record?
Answer: 0.0915 hartree/bohr